Computed, not measured: a structure of composition C50H56N5P2PbSi in a non-equilibrium geometry, with wB97M-V/def2-TZVPD.

ORCA input file:
```
! wB97M-V def2-TZVPD RIJCOSX def2/J DEFGRID3
* xyz 1 1
Pb 11.70183 14.23405 9.12658
C 14.07526 14.90164 6.04076
Si 14.28694 14.48682 7.84035
C 15.60384 15.37552 8.91357
C 16.93554 15.07304 8.69770
C 17.88646 15.60459 9.60105
C 17.45889 16.38969 10.69314
C 16.08538 16.65042 10.90497
C 15.15792 16.10156 9.98137
P 13.35640 16.46750 10.12766
C 13.10260 17.92981 9.00172
C 14.08210 18.32060 8.10699
C 14.02921 19.58410 7.60194
C 13.10640 20.53763 8.00986
C 12.00122 20.08645 8.71128
C 11.99340 18.79829 9.20302
C 13.07248 16.88084 11.82987
C 13.63031 15.92653 12.76022
C 13.52153 16.21568 14.13016
C 12.97962 17.46320 14.54070
C 12.53521 18.37723 13.65763
C 12.48037 18.04891 12.28409
C 15.00562 12.70525 7.98359
C 16.13632 12.43430 7.20870
C 17.04027 11.33020 7.48819
C 16.89619 10.65118 8.75468
C 15.65155 10.80223 9.41249
C 14.69355 11.76726 8.97482
P 12.97622 11.52372 9.48743
C 12.54779 9.81189 8.99676
C 12.33574 9.64163 7.61642
C 11.98630 8.35609 7.08981
C 11.74675 7.37309 8.02465
C 12.07226 7.48997 9.38498
C 12.45965 8.72542 9.87528
C 12.90212 11.38398 11.26198
C 13.94671 11.75122 12.13206
C 13.69989 11.79080 13.53040
C 12.43385 11.45637 13.97736
C 11.40553 11.04498 13.13936
C 11.65046 11.07496 11.77102
H 14.97353 14.52558 5.51589
H 13.98865 15.96595 5.80814
H 13.13343 14.38081 5.61429
H 17.24493 14.44941 7.87155
H 18.96016 15.46129 9.46060
H 18.29509 16.64113 11.41955
H 15.68986 17.27075 11.73654
H 15.02192 17.72090 7.92461
H 14.87267 19.99651 7.04520
H 13.13790 21.55895 7.67206
H 11.07984 20.68708 8.97531
H 11.15838 18.45515 9.83543
H 14.11321 14.97063 12.49586
H 13.88565 15.54868 14.89514
H 12.85161 17.72947 15.61684
H 12.30902 19.42609 13.90347
H 12.14450 18.76533 11.59131
H 16.31959 12.97058 6.29510
H 17.88925 11.25680 6.87074
H 17.66253 9.99331 9.18129
H 15.44954 10.15450 10.30280
H 12.53922 10.44387 6.96020
H 11.93152 8.17764 5.99195
H 11.37655 6.45559 7.64009
H 12.00762 6.57651 10.01206
H 12.87812 8.91306 10.93518
H 14.88991 12.06222 11.70507
H 14.58451 11.97008 14.24166
H 12.20626 11.50754 15.05609
H 10.45829 10.74390 13.49294
H 10.92737 10.72889 11.04910
C 8.32813 18.37175 6.17101
C 9.77944 17.92048 6.39590
N 9.84039 16.78810 7.28023
C 8.93466 16.44034 8.22082
N 9.25334 15.46823 9.01997
C 8.48334 15.20463 10.19959
C 7.04654 15.73349 10.06565
C 6.96934 17.15801 9.48066
N 7.74938 17.15201 8.22524
C 7.57993 18.42751 7.48049
H 7.86371 17.53863 5.55258
H 8.25262 19.31487 5.66135
H 10.37113 18.74554 6.84684
H 10.30668 17.72276 5.42888
H 10.58682 16.11840 7.07497
H 8.96202 15.60162 11.10009
H 8.42468 14.11420 10.28501
H 6.61751 15.79412 11.07385
H 6.44040 15.05375 9.45518
H 7.40953 17.90559 10.15523
H 5.95403 17.43910 9.26030
H 7.93589 19.19964 8.16640
H 6.53062 18.64245 7.31246
C 6.45326 10.62401 6.61084
C 6.48873 9.10528 6.16770
N 7.59213 8.36132 6.84984
C 8.85393 9.00444 6.32657
C 8.85888 10.50922 6.69155
N 7.60611 11.00612 7.48120
C 7.58845 10.10350 8.71470
C 7.58715 8.62560 8.35795
H 5.50314 10.93828 7.13746
H 6.45876 11.32642 5.72608
H 6.67849 8.90627 5.10220
H 5.49250 8.68532 6.35446
H 8.95495 8.87639 5.25358
H 9.77168 8.51988 6.74542
H 8.98300 11.15278 5.77005
H 9.75652 10.78398 7.23403
H 6.69657 10.34119 9.33446
H 8.40901 10.41789 9.40242
H 6.78278 8.09890 8.83060
H 8.51297 8.12880 8.75704
*
```

HOMO energy = -0.346 Eh
Orbital gap = 6.41 eV

---

Computed, not measured: a structure of composition C50H56N7O4STl, with wB97M-V/def2-TZVPD.

ORCA input file:
```
! wB97M-V def2-TZVPD RIJCOSX def2/J DEFGRID3
* xyz 0 1
Tl -0.24324 0.14470 -0.10430
O 1.46161 -0.68782 -3.92214
C 0.85375 -0.16820 -2.98645
N -0.12586 -0.65972 -2.22274
C -0.64011 -1.94991 -2.39364
C -0.43592 -2.74274 -3.53042
C -0.99002 -4.01052 -3.62537
C -1.73780 -4.52639 -2.57748
C -1.95662 -3.75140 -1.44967
C -1.43826 -2.45706 -1.35305
N -1.63106 -1.64992 -0.20219
C -2.70332 -1.82661 0.56759
O -3.70576 -2.51578 0.33517
C -2.70567 -1.10290 1.90218
C -3.64358 -1.48771 2.85463
C -3.68492 -0.81232 4.05818
C -2.81324 0.24975 4.25831
C -1.91619 0.56367 3.25649
N -1.84076 -0.11931 2.10650
C 1.16319 1.29340 -2.69339
C 1.97196 2.01113 -3.55829
C 2.08858 3.37726 -3.37203
C 1.37706 3.98678 -2.34625
C 0.61552 3.19269 -1.51055
N 0.53378 1.87098 -1.67300
H 0.17168 -2.35153 -4.32916
H -0.82253 -4.59706 -4.52111
H -2.15741 -5.52353 -2.63483
H -2.56135 -4.13167 -0.64030
H -4.30987 -2.30434 2.61779
H -4.39061 -1.10049 4.82738
H -2.82577 0.83056 5.17092
H -1.24175 1.40069 3.38090
H 2.46211 1.48049 -4.36116
H 2.71237 3.96844 -4.03300
H 1.41271 5.05719 -2.18964
H 0.05167 3.60381 -0.68884
C 1.82876 0.61537 7.12589
C 2.55996 1.66001 6.26941
C 4.01748 1.22058 6.07449
C 2.55276 2.98960 7.02649
C 1.86656 1.76710 4.90694
C 1.80886 0.69762 4.07599
C 1.18014 0.79238 2.79780
N 1.09191 -0.20305 1.91305
C 1.37092 -1.47658 2.06809
C 1.32433 -2.21954 3.29688
C 1.69658 -3.51207 3.32341
C 2.23910 -4.09316 2.10593
C 2.28359 -3.49373 0.89246
C 1.73368 -2.14105 0.79830
O 1.64272 -1.51369 -0.26410
C 2.89030 -4.16093 -0.34146
C 4.09673 -3.32505 -0.80307
C 3.37150 -5.58023 -0.03651
C 1.86664 -4.23749 -1.48343
C 1.54515 -4.33354 4.60915
C 2.48600 -3.76685 5.67994
C 0.09514 -4.24587 5.11330
C 1.88776 -5.80973 4.39542
C 0.67496 2.06156 2.29845
O 0.22824 2.14012 1.12009
C 0.67691 3.17432 3.22367
C 1.25936 2.97603 4.44650
C 0.11233 4.57228 2.89234
C 1.26964 5.46468 2.41384
C -0.52663 5.21654 4.14000
C -0.97019 4.54844 1.80540
H 2.29099 0.53649 8.11447
H 1.86235 -0.37255 6.65885
H 0.77857 0.88915 7.25801
H 4.52504 1.15534 7.04117
H 4.55912 1.93501 5.44923
H 4.08223 0.23944 5.59699
H 3.04857 2.85689 7.98988
H 1.53627 3.34220 7.22388
H 3.08943 3.77244 6.48160
H 2.31532 -0.22223 4.33528
H 0.87652 -1.74992 4.16439
H 2.62153 -5.10040 2.17400
H 4.85260 -3.26264 -0.01421
H 3.79192 -2.31549 -1.08127
H 4.55455 -3.79391 -1.67914
H 4.16169 -5.59934 0.71994
H 3.78032 -6.01076 -0.95208
H 2.55363 -6.22682 0.29628
H 1.61399 -3.25056 -1.86101
H 0.94062 -4.72590 -1.16204
H 2.28774 -4.81986 -2.30884
H 2.25079 -2.72167 5.89882
H 3.52705 -3.81656 5.34872
H 2.39308 -4.33702 6.61078
H -0.18092 -3.22119 5.37771
H -0.03100 -4.86776 6.00555
H -0.60397 -4.59512 4.34758
H 2.94474 -5.95360 4.15295
H 1.28727 -6.25562 3.59708
H 1.68131 -6.36278 5.31526
H 1.28629 3.82290 5.11839
H 2.08187 5.48345 3.14538
H 0.91994 6.49090 2.25985
H 1.67456 5.09584 1.46673
H 0.21206 5.58455 4.85647
H -1.18312 4.51143 4.65679
H -1.12739 6.07612 3.83446
H -0.58134 4.18977 0.85679
H -1.34133 5.56751 1.66613
H -1.81644 3.91068 2.08246
S -2.55700 2.00038 -0.26430
C -3.51050 0.88515 -1.10489
N -4.70345 0.48828 -0.56771
C -5.51684 -0.42990 -1.13015
C -5.14859 -1.01077 -2.29182
C -3.90848 -0.60766 -2.81408
N -3.12919 0.30320 -2.26880
H -4.93455 0.90008 0.32435
H -6.41714 -0.67790 -0.58831
H -5.74921 -1.77673 -2.75699
H -3.53110 -1.06731 -3.72331
*
```

HOMO energy (spin up / spin down) = -0.257 / -0.257 Eh
Orbital gap (spin up / spin down) = 5.33 / 5.33 eV

---

Computed, not measured: a structure of composition C50H59AsN3P2PbSi2Te, with wB97M-V/def2-TZVPD.

ORCA input file:
```
! wB97M-V def2-TZVPD RIJCOSX def2/J DEFGRID3
* xyz -1 1
Pb 0.25022 -0.35418 -0.67172
C 3.20842 1.54417 1.48625
P 2.57597 -0.16181 1.17842
C 2.61970 -1.04539 2.77912
C 1.71033 -2.08321 2.96590
C 1.77135 -2.88099 4.10066
C 2.72297 -2.62874 5.07677
C 3.61841 -1.57983 4.91215
C 3.57337 -0.80155 3.76560
C 3.98024 -0.94881 0.30348
C 4.53568 -2.17383 0.65696
C 5.53669 -2.74038 -0.12147
C 5.99541 -2.09136 -1.25751
C 5.44455 -0.86889 -1.61940
C 4.44423 -0.30708 -0.84532
C 2.21234 2.61750 1.14051
C 2.15885 3.89932 1.67080
C 1.14498 4.56868 0.94808
C 0.66075 3.64775 0.03011
C -0.43699 3.84955 -0.96991
P -1.94051 2.87696 -0.49268
C -3.08165 3.30971 -1.87248
C -4.39341 3.74131 -1.67896
C -5.23791 3.96934 -2.75685
C -4.78951 3.77022 -4.05433
C -3.49084 3.32532 -4.26306
C -2.65252 3.09016 -3.18427
C -2.57715 3.95632 0.84732
C -2.78618 5.32828 0.70497
C -3.22643 6.09127 1.77289
C -3.46447 5.49192 3.00562
C -3.25930 4.13129 3.16050
C -2.81588 3.37236 2.08365
N 1.31601 2.45375 0.13192
H 4.11587 1.64300 0.88144
H 3.51557 1.62511 2.53000
H 0.93285 -2.24992 2.22730
H 1.06732 -3.69463 4.22359
H 2.76416 -3.24365 5.96713
H 4.36005 -1.37299 5.67357
H 4.30028 -0.00973 3.63779
H 4.17382 -2.70322 1.52946
H 5.95376 -3.69899 0.16180
H 6.77477 -2.53770 -1.86236
H 5.77724 -0.35980 -2.51538
H 4.00805 0.64020 -1.14673
H 2.76592 4.29491 2.47259
H 0.78671 5.57818 1.09499
H -0.13696 3.51172 -1.96365
H -0.69729 4.90708 -1.05591
H -4.76080 3.89943 -0.67261
H -6.25206 4.30671 -2.57985
H -5.44568 3.95612 -4.89526
H -3.13051 3.15485 -5.27052
H -1.64860 2.72121 -3.36628
H -2.61055 5.80322 -0.25348
H -3.37766 7.15678 1.64988
H -3.80650 6.08990 3.84150
H -3.43889 3.65603 4.11683
H -2.63810 2.31181 2.20035
C 3.58173 2.80779 -4.98837
C 3.71978 1.54375 -5.55616
C 3.17685 0.43265 -4.93415
C 2.47480 0.59995 -3.74532
C 2.33073 1.85313 -3.17287
C 2.89668 2.95966 -3.79257
N 1.89527 -0.48737 -3.01125
N 2.49402 -1.56258 -3.16520
C 2.06771 -2.63902 -2.32928
C 2.63144 -3.86110 -2.69537
C 2.41238 -4.98417 -1.91861
C 1.65154 -4.85776 -0.76485
C 1.09809 -3.62801 -0.42440
C 1.27417 -2.47527 -1.18510
H 4.01838 3.66957 -5.47711
H 4.25769 1.42578 -6.48866
H 3.28482 -0.55898 -5.35230
H 1.84935 1.94738 -2.20608
H 2.80442 3.93147 -3.32449
H 3.24466 -3.90528 -3.58767
H 2.83851 -5.93908 -2.19999
H 1.48925 -5.71723 -0.12327
H 0.48355 -3.57178 0.46453
C -3.72474 -1.35594 -2.66627
Te -1.69020 -1.77923 -3.12324
C -1.72741 -0.75266 -4.99488
H -4.38467 -1.99960 -3.24141
H -3.91645 -0.30686 -2.88232
H -3.85097 -1.52588 -1.59822
H -2.37972 0.11214 -4.90037
H -2.08493 -1.41501 -5.77799
H -0.71793 -0.41797 -5.22438
C -1.15262 -4.75772 2.40324
Si -2.28379 -3.76900 1.24691
C -2.19916 -4.62770 -0.42917
C -4.03387 -4.08634 1.88694
As -1.99142 -1.48230 0.98313
Si -2.06503 -0.77895 3.19846
C -0.87673 0.65873 3.50531
C -3.83396 -0.21821 3.57624
C -1.72072 -2.04801 4.55326
H -1.30973 -5.82365 2.21133
H -1.38888 -4.56477 3.45018
H -0.09293 -4.54739 2.25799
H -2.28367 -5.70893 -0.28470
H -1.26529 -4.43229 -0.95847
H -3.02134 -4.31067 -1.07553
H -4.25227 -5.15653 1.95402
H -4.75906 -3.62470 1.21395
H -4.18388 -3.64701 2.87535
H -0.50331 1.10799 2.58137
H -0.01276 0.30956 4.07576
H -1.36126 1.45046 4.08212
H -4.30591 0.26529 2.72198
H -3.87255 0.46333 4.43124
H -4.43594 -1.09862 3.81860
H -0.71566 -2.46466 4.49853
H -2.43652 -2.87111 4.53506
H -1.82106 -1.53409 5.51466
*
```

HOMO energy = -0.146 Eh
Orbital gap = 5.87 eV

---

Computed, not measured: a structure of composition C50H59GeN3O5P2Pb, with wB97M-V/def2-TZVPD.

ORCA input file:
```
! wB97M-V def2-TZVPD RIJCOSX def2/J DEFGRID3
* xyz 3 2
Pb 1.04511 -1.27838 1.96549
C 1.74302 2.35046 4.55068
C 0.49318 1.82183 3.85792
C 0.40542 2.36889 2.43690
C -0.75139 2.19969 4.65177
O 0.62721 0.38449 3.76309
Ge -0.38656 -0.93258 4.67309
O -1.02176 -1.43884 2.85040
C -2.34712 -1.46984 2.27364
C -3.33855 -0.92024 3.28943
C -2.69934 -2.90650 1.91421
C -2.32183 -0.60539 1.01929
O 1.05958 -2.13223 4.06319
C 2.25738 -2.43022 4.85253
C 3.00953 -1.14672 5.17297
C 3.12640 -3.35143 4.01059
C 1.80310 -3.12943 6.12459
H 1.70866 3.43630 4.64639
H 2.63543 2.08131 3.98324
H 1.83060 1.92387 5.55055
H 0.34584 3.45928 2.44329
H -0.47665 1.98156 1.91627
H 1.30077 2.09800 1.86896
H -0.83220 3.28277 4.73819
H -0.70960 1.79434 5.66440
H -1.65542 1.82632 4.15992
H -3.36000 -1.53771 4.18825
H -4.34331 -0.91277 2.86527
H -3.08203 0.10256 3.57508
H -2.66686 -3.54072 2.80117
H -2.00368 -3.29952 1.17160
H -3.70722 -2.95905 1.49963
H -2.06322 0.43009 1.25758
H -3.29501 -0.61266 0.52630
H -1.58611 -1.00930 0.31368
H 3.29755 -0.61735 4.26117
H 3.91736 -1.38310 5.72827
H 2.40643 -0.46946 5.77824
H 3.41677 -2.87047 3.06922
H 2.61735 -4.28903 3.78997
H 4.04706 -3.58591 4.54509
H 1.16576 -2.47845 6.72570
H 2.66576 -3.39982 6.73383
H 1.25023 -4.04051 5.89068
O 4.96286 -0.31791 -2.61788
C 4.50523 -1.34643 -3.31649
C 5.39206 -1.94791 -4.21916
C 4.98890 -3.02481 -4.96376
C 3.68397 -3.54880 -4.85277
C 2.80117 -2.96379 -3.99577
C 3.18102 -1.84965 -3.20278
C 2.30877 -1.19994 -2.28285
O 2.56154 -0.33843 -1.47763
N 0.84569 -1.64755 -2.21810
N 0.55009 -2.46242 -1.06270
C 1.19453 -3.55968 -0.99239
C 1.00150 -4.42948 0.17832
C 1.11147 -5.79845 0.00872
C 0.79386 -6.62856 1.07791
C 0.40599 -6.04788 2.26814
C 0.37812 -4.65898 2.36473
N 0.66877 -3.85516 1.34692
H 4.28946 0.00531 -1.99580
H 6.39263 -1.54472 -4.29546
H 5.68761 -3.48436 -5.65078
H 3.39118 -4.40119 -5.44905
H 1.79613 -3.36017 -3.92376
H 1.87664 -3.90053 -1.76992
H 1.41774 -6.21028 -0.94457
H 0.85190 -7.70368 0.97515
H 0.14689 -6.65032 3.12793
H 0.13319 -4.16669 3.29721
C -1.23112 3.18528 -2.39258
P 0.04726 2.12073 -1.54170
C 0.18923 0.76786 -2.80236
C -0.21021 -0.58125 -2.35555
C -0.18759 -1.70623 -3.34343
C 0.22212 -1.38909 -4.71705
C 0.64616 -0.15900 -5.02895
C 0.64728 0.92349 -4.05514
C 1.55131 3.09526 -1.85893
C 1.71912 3.99985 -2.90769
C 2.92068 4.67589 -3.06386
C 3.96468 4.45479 -2.17704
C 3.80348 3.56727 -1.12198
C 2.60039 2.89821 -0.95838
P -2.92156 2.57325 -2.21306
C -3.52926 2.62283 -0.55230
C -4.74420 1.98333 -0.26868
C -5.26717 2.04207 1.00999
C -4.57943 2.72169 2.00949
C -3.36332 3.33783 1.73681
C -2.82889 3.28607 0.46149
C -4.02008 3.24145 -3.41624
C -3.65602 3.17182 -4.77360
C -4.50107 3.68496 -5.73434
C -5.71591 4.25308 -5.35719
C -6.08809 4.31178 -4.01810
C -5.25364 3.80103 -3.04317
H -1.05080 3.27824 -3.46497
H -1.18077 4.19397 -1.96722
H -0.88167 -0.65486 -1.50896
H -0.83806 -2.55646 -3.18294
H 0.12074 -2.15976 -5.46868
H 0.94181 0.06571 -6.04561
H 0.99015 1.89850 -4.38607
H 0.91924 4.20106 -3.60913
H 3.03931 5.38171 -3.87510
H 4.89831 4.98746 -2.29927
H 4.60950 3.41272 -0.41635
H 2.46962 2.22140 -0.12257
H -5.27807 1.45298 -1.04889
H -6.21346 1.56530 1.22808
H -4.99832 2.77727 3.00603
H -2.83972 3.87384 2.51687
H -1.88623 3.77720 0.25564
H -2.72014 2.71487 -5.07171
H -4.22361 3.64261 -6.77853
H -6.37646 4.65419 -6.11450
H -7.02788 4.76631 -3.73607
H -5.53425 3.86983 -2.00161
*
```

HOMO energy (spin up / spin down) = -0.552 / -0.552 Eh
Orbital gap (spin up / spin down) = 7.15 / 5.53 eV